This record from the OMol25 dataset describes an isolated molecule of C16H18N6O4. The level of theory is ωB97M-V with the def2-TZVPD basis set.

Geometry (Å):
C1 0.746 -0.584 -5.684
C2 -0.232 -1.236 -4.781
N1 -0.506 -0.954 -3.550
C3 -1.476 -1.887 -3.249
C4 -2.153 -1.959 -1.917
N2 -3.000 -0.797 -1.698
C5 -4.284 -0.825 -2.384
C6 -2.564 0.395 -1.200
O1 -3.229 1.417 -1.268
C7 -1.232 0.491 -0.533
C8 -0.601 1.669 -0.358
O2 0.578 1.432 0.276
C9 0.591 0.096 0.486
C10 1.749 -0.479 1.245
C11 1.757 -1.997 1.164
N3 1.710 -0.024 2.628
C12 2.469 1.019 3.071
O3 3.288 1.587 2.381
C13 2.184 1.402 4.502
C14 0.874 2.052 4.823
C15 2.151 2.865 4.826
C16 2.676 3.298 6.097
N4 3.076 3.631 7.121
N5 -0.446 -0.515 0.032
N6 -1.779 -2.682 -4.226
O4 -0.946 -2.257 -5.261
H1 1.226 0.233 -5.155
H2 1.498 -1.303 -6.009
H3 0.241 -0.202 -6.571
H4 -2.777 -2.852 -1.894
H5 -1.402 -2.024 -1.137
H6 -4.806 0.103 -2.182
H7 -4.146 -0.935 -3.463
H8 -4.870 -1.671 -2.022
H9 -0.838 2.682 -0.622
H10 2.668 -0.061 0.832
H11 1.806 -2.320 0.125
H12 2.621 -2.384 1.702
H13 0.848 -2.414 1.598
H14 0.978 -0.377 3.223
H15 2.614 0.738 5.242
H16 0.187 2.238 4.009
H17 0.414 1.848 5.779
H18 2.336 3.542 4.003

Force components x, y, z for each atom (eV/Å):
C 0.0 0.0 0.0
C 0.0 0.0 0.0
N -0.1 -0.1 0.1
C 0.1 0.0 -0.1
C 0.0 0.1 0.0
N 0.0 0.0 0.0
C 0.0 0.0 0.0
C 0.1 0.0 0.1
O 0.0 0.0 0.0
C 0.0 -0.1 0.0
C 0.1 0.1 -0.1
O -0.1 -0.1 0.1
C 0.0 0.0 0.0
C 0.0 0.0 0.0
C 0.0 0.0 0.0
N 0.1 0.0 0.0
C -0.1 0.0 0.0
O 0.0 0.0 0.0
C 0.0 -0.2 0.0
C -0.1 0.1 0.0
C 0.1 0.0 0.0
C 0.0 0.0 0.0
N 0.0 0.0 0.0
N 0.0 0.1 -0.1
N 0.0 0.0 0.0
O 0.0 0.0 0.0
H 0.0 0.0 0.0
H 0.0 0.0 0.0
H 0.0 0.0 0.0
H 0.0 0.0 0.0
H 0.0 -0.1 0.0
H 0.0 0.0 0.0
H 0.0 0.0 0.0
H 0.0 0.0 0.0
H 0.0 0.0 0.0
H 0.0 0.0 0.0
H 0.0 0.0 0.0
H 0.0 0.0 0.0
H 0.0 0.0 0.0
H 0.0 0.0 0.0
H 0.0 0.0 0.0
H 0.0 0.0 0.0
H 0.0 0.0 0.0
H 0.0 0.0 0.0

The largest force on an atom is 0.0031 hartree/bohr. For the frontier orbital gap, the calculation gives 10.0457 eV. Its total energy is -1249.9759 Eh. The value obtained for the molar mass is 358.36 g/mol. As for the energy relative to the best compared isomer or geometry (same formula, charge and spin): 4.7 kcal/mol. The charge is 0. As for the SMILES: Cc1nc(CN(C)C(=O)c2coc([C@H](C)NC(=O)[C@@H]3C[C@H]3C#N)n2)no1.


This record from the OMol25 dataset describes a structure of composition C16H18N7O2Rh. The level of theory is ωB97M-V with the def2-TZVPD basis set.

Geometry (Å):
Rh1 0.376 1.726 -0.008
N1 2.427 2.109 -0.011
N2 2.649 3.494 -0.037
C1 1.610 4.359 -0.113
N3 1.908 5.638 -0.163
N4 0.381 3.785 -0.131
N5 -0.758 4.633 -0.241
O1 -0.596 5.830 -0.314
O2 -1.790 4.050 -0.396
H1 2.847 1.711 0.828
H2 2.856 1.673 -0.827
H3 3.603 3.824 -0.038
H4 2.866 5.951 -0.154
H5 1.154 6.312 -0.210
C2 -4.157 0.941 0.352
C3 -2.727 1.162 0.242
N6 -1.608 1.371 0.152
H6 -4.357 0.220 1.143
H7 -4.540 0.564 -0.595
H8 -4.643 1.887 0.589
N7 0.604 -0.047 0.030
C4 0.352 -1.284 0.026
C5 0.236 -2.005 1.308
C6 0.934 -1.570 2.437
C7 0.779 -2.238 3.637
C8 -0.081 -3.328 3.716
C9 -0.782 -3.756 2.596
C10 -0.625 -3.100 1.386
C11 0.210 -1.948 -1.290
C12 -0.420 -1.287 -2.346
C13 -0.536 -1.919 -3.572
C14 -0.006 -3.192 -3.747
C15 0.636 -3.840 -2.700
C16 0.745 -3.225 -1.465
H9 1.620 -0.736 2.366
H10 1.332 -1.920 4.509
H11 -0.199 -3.852 4.655
H12 -1.448 -4.605 2.663
H13 -1.171 -3.429 0.512
H14 -0.839 -0.300 -2.199
H15 -1.040 -1.424 -4.390
H16 -0.095 -3.683 -4.707
H17 1.049 -4.829 -2.844
H18 1.246 -3.724 -0.646

Force components x, y, z for each atom (eV/Å):
Rh -0.1 0.2 0.2
N -0.1 -0.1 -0.1
N 0.0 0.0 0.0
C 0.1 0.0 0.0
N 0.0 0.0 0.0
N 0.2 -0.1 0.3
N 0.0 -0.1 -1.3
O -0.2 0.0 0.5
O -0.1 0.0 0.5
H 0.0 0.0 0.0
H 0.0 0.0 0.0
H 0.0 0.0 0.0
H 0.0 0.0 0.0
H 0.0 0.0 0.0
C 0.0 0.0 0.0
C -0.1 0.0 0.0
N 0.1 -0.1 -0.2
H 0.0 0.0 0.0
H 0.0 0.0 0.0
H 0.0 0.0 0.0
N -0.1 0.1 0.2
C 0.1 0.0 -0.1
C 0.0 0.0 0.0
C 0.0 0.0 0.0
C 0.0 0.0 0.0
C 0.0 0.0 0.0
C 0.0 0.0 0.0
C 0.0 0.0 0.0
C 0.0 0.0 0.0
C 0.0 0.0 0.0
C 0.0 0.0 0.0
C 0.0 0.0 0.0
C 0.0 0.0 0.0
C 0.0 0.0 0.0
H 0.0 0.0 0.0
H 0.0 0.0 0.0
H 0.0 0.0 0.0
H 0.0 0.0 0.0
H 0.0 0.0 0.0
H 0.0 0.0 0.0
H 0.0 0.0 0.0
H 0.0 0.0 0.0
H 0.0 0.0 0.0
H 0.0 0.0 0.0

The largest force on an atom is 0.0252 hartree/bohr. For the frontier orbital gap (spin up / spin down), the calculation gives 6.5526 / 6.5712 eV. Its total energy is -1264.1370 Eh. The value obtained for the molar mass is 443.27 g/mol. As for the energy relative to the best compared isomer or geometry (same formula, charge and spin): 0.0 kcal/mol. The charge is +2.


This record from the OMol25 dataset describes a structure of composition C16H19AsClNO6PdS. The level of theory is ωB97M-V with the def2-TZVPD basis set.

Geometry (Å):
Pd1 0.418 -0.628 0.098
Cl1 -2.804 5.810 0.094
C1 -1.857 4.382 0.366
C2 -1.131 4.258 1.555
C3 -0.383 3.136 1.806
C4 -0.328 2.067 0.886
O1 0.379 1.019 1.208
C5 -1.036 2.226 -0.334
C6 -0.950 1.301 -1.421
O2 -0.328 0.231 -1.438
C7 -1.806 3.386 -0.567
H1 -1.167 5.060 2.280
H2 0.182 3.047 2.726
H3 -1.483 1.546 -2.337
H4 -2.364 3.461 -1.491
N1 0.267 -2.420 -0.925
C8 -0.924 -2.319 -1.754
C9 -2.154 -2.210 -1.119
C10 -3.219 -1.635 -1.794
C11 -3.048 -1.168 -3.090
C12 -1.874 -1.448 -3.769
C13 -0.802 -2.027 -3.102
S1 -4.197 0.054 -3.746
O3 -3.602 1.281 -3.220
O4 -4.101 -0.081 -5.185
O5 -5.472 -0.284 -3.147
H5 1.090 -2.613 -1.488
H6 0.195 -3.147 -0.218
H7 -2.244 -2.469 -0.069
H8 -4.170 -1.466 -1.307
H9 -1.783 -1.129 -4.799
H10 0.158 -2.128 -3.596
C14 2.171 0.277 3.608
As1 0.912 -1.109 3.229
C15 -0.874 -0.549 3.624
C16 1.312 -2.589 4.374
O6 1.106 -1.696 1.663
H11 2.065 0.604 4.642
H12 1.982 1.099 2.921
H13 3.168 -0.126 3.446
H14 -0.924 -0.242 4.668
H15 -1.542 -1.393 3.459
H16 -1.140 0.276 2.969
H17 1.226 -2.292 5.418
H18 2.327 -2.922 4.166
H19 0.615 -3.397 4.161

Force components x, y, z for each atom (eV/Å):
Pd 0.2 -0.5 1.0
Cl 0.0 0.0 0.0
C 0.0 0.0 0.0
C 0.0 0.0 0.0
C 0.0 -0.1 0.1
C -0.1 0.2 -0.1
O 0.2 -0.2 0.0
C 0.0 0.1 0.1
C -0.3 0.4 0.1
O 0.0 0.3 -0.9
C 0.0 0.0 0.0
H 0.0 0.0 0.0
H 0.0 0.0 0.0
H -0.2 0.1 -0.2
H 0.0 0.0 -0.1
N 0.0 -0.2 -0.2
C -0.2 0.0 -0.1
C 0.0 0.0 0.0
C 0.0 0.0 0.1
C 0.1 0.1 0.0
C 0.1 0.0 -0.1
C 0.1 0.0 0.1
S -0.1 -0.4 -0.1
O 0.2 0.2 0.1
O 0.0 0.0 0.1
O 0.0 0.0 -0.1
H 0.0 0.0 0.0
H 0.0 0.0 0.0
H 0.0 0.0 0.0
H 0.0 0.0 0.0
H 0.0 0.0 0.0
H 0.0 0.0 0.0
C 0.0 0.1 0.0
As 0.1 0.0 0.0
C 0.0 0.0 0.0
C 0.0 0.0 0.0
O 0.0 -0.1 0.1
H 0.0 0.0 0.0
H 0.0 -0.1 0.0
H 0.0 0.0 0.0
H 0.0 0.0 0.0
H 0.0 0.0 0.0
H 0.0 0.0 0.0
H 0.0 0.0 0.0
H 0.0 0.0 0.0
H 0.0 0.0 0.0

The largest force on an atom is 0.0223 hartree/bohr. For the frontier orbital gap, the calculation gives 7.2054 eV. Its total energy is -4349.3056 Eh. The value obtained for the molar mass is 570.19 g/mol. As for the energy relative to the best compared isomer or geometry (same formula, charge and spin): 1.8 kcal/mol. The charge is 0.


This record from the OMol25 dataset describes a structure of composition C16H19BBaN6. The level of theory is ωB97M-V with the def2-TZVPD basis set.

Geometry (Å):
H1 0.093 3.210 1.061
N1 0.342 1.861 -0.575
B1 0.974 0.811 -2.805
N2 0.880 2.016 -1.821
C1 1.266 3.308 -1.989
Ba1 -0.809 -0.752 0.469
H2 1.686 3.656 -2.946
C2 0.988 3.969 -0.831
H3 1.179 5.027 -0.635
C3 0.423 3.062 0.043
H4 1.287 1.154 -3.874
C4 -1.322 -2.764 -0.129
H5 -2.180 -3.036 0.425
H6 -0.554 -3.467 0.065
H7 -1.398 -3.076 -1.168
N3 -0.487 0.234 -3.074
N4 1.954 -0.248 -2.214
N5 -1.193 -0.464 -1.615
N6 1.666 -0.891 -1.048
C5 -1.350 0.098 -4.056
C6 3.121 -0.705 -2.719
H8 -0.929 0.484 -4.979
H9 3.520 -0.343 -3.697
C7 -2.580 -0.518 -3.676
C8 3.594 -1.658 -1.855
C9 -2.457 -0.829 -2.251
C10 2.693 -1.757 -0.838
H10 -3.432 -0.766 -4.295
H11 4.529 -2.238 -1.986
H12 -3.140 -1.357 -1.543
H13 2.739 -2.387 0.045
H14 -2.481 1.155 2.042
C11 -0.903 -0.290 5.951
C12 -0.165 -1.271 5.278
C13 -0.036 -1.229 3.845
C14 -0.743 -0.259 3.225
C15 -1.277 0.758 3.770
C16 -1.438 0.776 5.217
H15 -1.077 -0.360 7.035
H16 0.258 -2.100 5.843
H17 0.535 -2.026 3.350
H18 -1.755 1.671 3.227
H19 -2.022 1.543 5.727

Force components x, y, z for each atom (eV/Å):
H -0.1 -0.2 -0.1
N 0.3 0.3 0.3
B -0.8 0.1 0.6
N -0.5 0.1 0.6
C 0.1 -0.8 -1.1
Ba 1.9 4.9 7.3
H -0.3 -0.3 0.8
C 0.5 2.2 0.3
H -0.1 -0.5 -0.1
C -0.1 -1.7 -0.9
H 0.7 0.4 -0.7
C -0.5 -5.8 -3.2
H -1.1 0.0 0.8
H 1.4 -0.4 1.4
H -0.7 0.8 -0.4
N -1.2 -2.0 4.6
N -0.6 -0.5 0.3
N -3.7 1.9 -12.7
N 0.7 -0.5 0.0
C 0.4 -0.2 1.7
C -0.3 0.7 -1.1
H -0.7 -0.2 -0.4
H -0.5 -0.3 1.2
C 1.0 -0.4 2.7
C 2.6 -1.0 -1.1
C 3.3 1.2 0.1
C -1.7 0.9 0.5
H 0.2 0.2 0.1
H -0.8 0.5 0.2
H 0.2 0.6 -1.2
H -0.2 0.2 -0.2
H -0.4 0.4 -0.7
C -0.2 0.4 -0.5
C 0.1 -0.3 -1.2
C 0.4 -1.4 2.8
C 2.6 -2.1 -2.3
C -2.4 4.1 3.7
C -0.1 -0.7 -0.8
H 0.2 0.1 -0.6
H 0.0 0.1 -0.2
H -0.2 0.3 0.1
H 0.3 -1.2 -0.3
H 0.3 0.0 -0.3

The largest force on an atom is 0.2592 hartree/bohr. For the frontier orbital gap (spin up / spin down), the calculation gives 4.3596 / 5.3619 eV. Its total energy is -999.5759 Eh. The value obtained for the molar mass is 443.51 g/mol. The charge is 0.


This record from the OMol25 dataset describes a structure of composition C16H19BMnN6S. The level of theory is ωB97M-V with the def2-TZVPD basis set.

Geometry (Å):
H1 0.971 3.622 0.047
N1 0.645 1.980 -1.273
B1 0.216 0.487 -3.290
N2 0.605 1.862 -2.648
C1 0.804 3.077 -3.186
Mn1 0.365 0.312 -0.144
H2 0.778 3.208 -4.249
C2 1.006 4.004 -2.168
H3 1.200 5.053 -2.270
C3 0.894 3.283 -0.974
H4 0.164 0.576 -4.494
C4 -1.756 -2.363 1.968
H5 -1.301 -2.780 2.890
H6 -0.982 -1.829 1.358
H7 -2.237 -3.172 1.385
N3 -1.185 0.099 -2.683
N4 1.188 -0.646 -2.827
N5 -1.464 -0.029 -1.319
N6 1.355 -0.907 -1.474
C5 -2.290 -0.188 -3.392
C6 1.883 -1.558 -3.534
H8 -2.233 -0.159 -4.461
H9 1.867 -1.562 -4.611
C7 -3.328 -0.476 -2.513
C8 2.556 -2.402 -2.654
C9 -2.771 -0.378 -1.224
C10 2.199 -1.965 -1.365
H10 -4.341 -0.714 -2.789
H11 3.217 -3.205 -2.903
H12 -3.277 -0.562 -0.287
H13 2.502 -2.364 -0.411
H14 -2.524 -1.640 2.279
S1 1.674 0.732 1.691
C11 0.936 0.360 3.197
C12 1.603 -0.517 4.087
C13 1.084 -0.776 5.350
C14 -0.113 -0.168 5.760
C15 -0.793 0.686 4.878
C16 -0.281 0.955 3.607
H15 2.537 -0.964 3.752
H16 1.634 -1.427 6.027
H17 -0.502 -0.343 6.763
H18 -1.721 1.167 5.192
H19 -0.784 1.632 2.913

Force components x, y, z for each atom (eV/Å):
H 0.0 -0.2 0.0
N 0.4 1.7 -0.9
B -0.2 -0.1 0.8
N 0.1 0.4 1.1
C 0.1 -0.1 0.5
Mn -0.8 -0.3 0.6
H 0.1 0.0 -0.2
C -0.1 -0.4 0.0
H 0.0 0.2 -0.1
C -0.3 -1.3 -1.3
H 0.0 -0.1 0.3
C 0.2 0.1 0.0
H -0.1 0.3 -0.7
H -0.6 -0.6 0.5
H 0.4 0.5 0.2
N -0.8 -0.3 0.9
N 0.5 -0.6 1.0
N -0.6 -0.1 -0.9
N 1.1 -1.1 -1.3
C 0.1 0.2 1.0
C 0.2 0.1 0.6
H -0.2 0.0 -0.3
H 0.0 0.1 0.0
C 0.3 0.0 0.0
C -0.4 0.5 0.3
C 1.0 0.3 -1.4
C -0.8 1.0 -1.4
H 0.0 -0.1 0.1
H 0.1 -0.2 -0.1
H 0.4 0.1 0.1
H -0.1 0.2 0.1
H 0.2 -0.2 -0.1
S 0.7 0.3 -0.7
C -0.8 -0.4 1.6
C -0.5 0.4 -0.3
C -0.3 0.4 0.0
C 0.1 0.1 -0.3
C 0.2 -0.1 0.0
C 0.6 -0.5 0.2
H -0.2 0.1 0.1
H -0.2 0.1 -0.1
H 0.1 0.0 -0.3
H 0.2 -0.2 -0.1
H 0.1 -0.2 0.3

The largest force on an atom is 0.0391 hartree/bohr. Its spin multiplicity is 6. For the frontier orbital gap (spin up / spin down), the calculation gives 7.8755 / 8.0426 eV. The expectation value of S² is 8.76. Its total energy is -2523.7976 Eh. The value obtained for the molar mass is 393.19 g/mol. The charge is 0.


Q: largest force on an atom of number 4 (C16H19BBaN6)?
A: 0.2592 hartree/bohr


What did the first record say?
This record from the OMol25 dataset describes an isolated molecule of C16H18N6O4. The level of theory is ωB97M-V with the def2-TZVPD basis set.

Geometry (Å):
C1 0.746 -0.584 -5.684
C2 -0.232 -1.236 -4.781
N1 -0.506 -0.954 -3.550
C3 -1.476 -1.887 -3.249
C4 -2.153 -1.959 -1.917
N2 -3.000 -0.797 -1.698
C5 -4.284 -0.825 -2.384
C6 -2.564 0.395 -1.200
O1 -3.229 1.417 -1.268
C7 -1.232 0.491 -0.533
C8 -0.601 1.669 -0.358
O2 0.578 1.432 0.276
C9 0.591 0.096 0.486
C10 1.749 -0.479 1.245
C11 1.757 -1.997 1.164
N3 1.710 -0.024 2.628
C12 2.469 1.019 3.071
O3 3.288 1.587 2.381
C13 2.184 1.402 4.502
C14 0.874 2.052 4.823
C15 2.151 2.865 4.826
C16 2.676 3.298 6.097
N4 3.076 3.631 7.121
N5 -0.446 -0.515 0.032
N6 -1.779 -2.682 -4.226
O4 -0.946 -2.257 -5.261
H1 1.226 0.233 -5.155
H2 1.498 -1.303 -6.009
H3 0.241 -0.202 -6.571
H4 -2.777 -2.852 -1.894
H5 -1.402 -2.024 -1.137
H6 -4.806 0.103 -2.182
H7 -4.146 -0.935 -3.463
H8 -4.870 -1.671 -2.022
H9 -0.838 2.682 -0.622
H10 2.668 -0.061 0.832
H11 1.806 -2.320 0.125
H12 2.621 -2.384 1.702
H13 0.848 -2.414 1.598
H14 0.978 -0.377 3.223
H15 2.614 0.738 5.242
H16 0.187 2.238 4.009
H17 0.414 1.848 5.779
H18 2.336 3.542 4.003

Force components x, y, z for each atom (eV/Å):
C 0.0 0.0 0.0
C 0.0 0.0 0.0
N -0.1 -0.1 0.1
C 0.1 0.0 -0.1
C 0.0 0.1 0.0
N 0.0 0.0 0.0
C 0.0 0.0 0.0
C 0.1 0.0 0.1
O 0.0 0.0 0.0
C 0.0 -0.1 0.0
C 0.1 0.1 -0.1
O -0.1 -0.1 0.1
C 0.0 0.0 0.0
C 0.0 0.0 0.0
C 0.0 0.0 0.0
N 0.1 0.0 0.0
C -0.1 0.0 0.0
O 0.0 0.0 0.0
C 0.0 -0.2 0.0
C -0.1 0.1 0.0
C 0.1 0.0 0.0
C 0.0 0.0 0.0
N 0.0 0.0 0.0
N 0.0 0.1 -0.1
N 0.0 0.0 0.0
O 0.0 0.0 0.0
H 0.0 0.0 0.0
H 0.0 0.0 0.0
H 0.0 0.0 0.0
H 0.0 0.0 0.0
H 0.0 -0.1 0.0
H 0.0 0.0 0.0
H 0.0 0.0 0.0
H 0.0 0.0 0.0
H 0.0 0.0 0.0
H 0.0 0.0 0.0
H 0.0 0.0 0.0
H 0.0 0.0 0.0
H 0.0 0.0 0.0
H 0.0 0.0 0.0
H 0.0 0.0 0.0
H 0.0 0.0 0.0
H 0.0 0.0 0.0
H 0.0 0.0 0.0

The largest force on an atom is 0.0031 hartree/bohr. For the frontier orbital gap, the calculation gives 10.0457 eV. Its total energy is -1249.9759 Eh. The value obtained for the molar mass is 358.36 g/mol. As for the energy relative to the best compared isomer or geometry (same formula, charge and spin): 4.7 kcal/mol. The charge is 0. As for the SMILES: Cc1nc(CN(C)C(=O)c2coc([C@H](C)NC(=O)[C@@H]3C[C@H]3C#N)n2)no1.


Q: charge of number 3 (C16H19AsClNO6PdS)?
A: 0